1.
Here is a 8-piece molecular cluster, C32H88N8O8 overall from the OMol25 dataset. Energies are from ωB97M-V with the def2-TZVPD basis set.

Element x y z (Å)
C -10.212 1.598 -3.582
O -9.558 1.470 -2.346
C -9.812 2.560 -1.404
C -8.906 2.439 -0.228
C -9.039 1.175 0.649
N -9.137 3.533 0.671
H -11.206 2.029 -3.470
H -10.489 0.650 -4.044
H -9.520 2.236 -4.132
H -9.766 3.559 -1.835
H -10.850 2.384 -1.122
H -7.853 2.588 -0.466
H -10.049 1.127 1.054
H -8.297 1.245 1.444
H -8.722 0.341 0.021
H -10.103 3.556 0.966
H -8.619 3.359 1.520
C 1.995 -8.424 -0.064
O 3.034 -8.428 -1.042
C 3.260 -9.713 -1.572
C 3.808 -9.748 -2.904
C 2.900 -8.907 -3.882
N 4.021 -11.044 -3.392
H 2.141 -9.276 0.599
H 0.984 -8.421 -0.470
H 2.118 -7.416 0.332
H 3.912 -10.250 -0.884
H 2.366 -10.314 -1.408
H 4.813 -9.394 -2.676
H 1.883 -9.297 -3.832
H 3.242 -8.785 -4.910
H 2.949 -7.940 -3.381
H 3.213 -11.640 -3.503
H 4.452 -10.999 -4.304
C 9.156 -3.946 -0.563
O 9.268 -2.553 -0.263
C 9.038 -1.718 -1.420
C 9.362 -0.266 -0.982
C 8.994 0.885 -1.913
N 10.722 -0.179 -0.470
H 8.340 -4.249 -1.219
H 9.153 -4.519 0.364
H 10.024 -4.332 -1.097
H 9.654 -1.994 -2.276
H 8.016 -1.785 -1.793
H 8.719 -0.184 -0.107
H 7.970 0.777 -2.270
H 9.518 0.911 -2.868
H 8.986 1.891 -1.494
H 11.352 -0.193 -1.259
H 10.803 -1.010 0.098
C -2.300 4.462 -9.342
O -3.455 4.215 -8.466
C -3.151 4.719 -7.235
C -4.315 4.501 -6.316
C -4.433 5.591 -5.192
N -4.236 3.256 -5.626
H -1.454 3.918 -8.922
H -2.103 5.534 -9.307
H -2.722 4.237 -10.321
H -2.264 4.273 -6.785
H -3.074 5.800 -7.348
H -5.161 4.389 -6.994
H -5.064 5.254 -4.370
H -4.906 6.451 -5.667
H -3.451 5.835 -4.788
H -4.207 2.533 -6.331
H -5.043 2.975 -5.089
C 11.305 2.700 5.901
O 10.172 2.902 6.769
C 8.980 2.196 6.402
C 7.827 2.468 7.363
C 6.714 1.480 7.327
N 7.325 3.792 7.159
H 10.888 2.380 4.946
H 11.937 1.852 6.164
H 11.903 3.603 5.783
H 8.568 2.490 5.437
H 9.236 1.137 6.435
H 8.268 2.432 8.359
H 6.034 1.491 6.476
H 6.109 1.701 8.207
H 7.085 0.483 7.565
H 8.144 4.377 7.076
H 6.908 3.936 6.250
C 2.191 -0.943 1.226
O 0.815 -0.581 1.407
C 0.532 0.613 0.710
C -0.957 0.800 0.319
C -1.474 -0.448 -0.397
N -1.063 1.889 -0.654
H 2.392 -1.248 0.199
H 2.461 -1.744 1.913
H 2.712 -0.004 1.416
H 0.816 1.362 1.450
H 1.134 0.649 -0.198
H -1.624 1.058 1.142
H -1.013 -0.864 -1.293
H -2.502 -0.408 -0.755
H -1.592 -1.302 0.270
H -2.034 2.065 -0.866
H -0.660 1.532 -1.508
C 2.513 9.045 10.394
O 1.300 8.892 9.620
C 1.176 7.696 8.792
C -0.022 7.738 7.937
C -0.234 6.497 7.151
N 0.156 8.933 7.167
H 2.597 8.207 11.086
H 2.597 9.982 10.944
H 3.417 8.942 9.794
H 2.044 7.589 8.141
H 1.131 6.820 9.439
H -0.887 7.953 8.565
H -1.175 6.504 6.601
H -0.136 5.602 7.766
H 0.608 6.448 6.460
H 0.453 9.471 7.969
H -0.742 9.208 6.796
C -11.222 -7.496 -4.569
O -9.828 -7.598 -4.437
C -9.110 -6.399 -4.809
C -7.688 -6.573 -4.313
C -7.532 -6.387 -2.829
N -6.856 -5.546 -4.975
H -11.715 -6.822 -3.868
H -11.698 -8.460 -4.393
H -11.508 -7.147 -5.561
H -9.165 -6.385 -5.897
H -9.624 -5.470 -4.562
H -7.349 -7.550 -4.658
H -6.463 -6.360 -2.619
H -8.060 -7.046 -2.139
H -7.937 -5.412 -2.561
H -7.211 -4.610 -4.839
H -6.056 -5.446 -4.368

## Properties
- SMILES string = COC[C@H](C)N.COC[C@H](C)N.COC[C@H](C)N.COC[C@H](C)N.COC[C@H](C)N.COC[C@H](C)N.COC[C@H](C)N.COC[C@H](C)N
- largest force on an atom (Eh/bohr) = 0.076
- gap between HOMO and LUMO (eV) = 9.50
- total charge = 0
- relative energy (zero: lowest compared OMol25 entry of this formula, charge and spin) (kJ/mol) = 550.6
- spin multiplicity = 1

Atom charges from the Löwdin analysis, given in e for atoms 1 to 2: -0.124, -0.205

---

2.
Here is one molecule with the formula C4H13N3OS from the OMol25 dataset. Energies are from ωB97M-V with the def2-TZVPD basis set.

Element x y z (Å)
C 1.974 1.098 0.493
O 1.606 0.271 -0.689
C 1.804 -1.100 -0.302
C 0.685 -1.668 0.515
N -0.638 -1.368 0.021
S -1.276 0.033 0.181
C -1.119 1.125 -1.256
N -0.828 0.937 1.410
N -2.893 -0.297 -0.034
H 1.943 2.158 0.128
H 2.987 0.804 0.668
H 1.265 0.919 1.190
H 1.796 -1.804 -1.214
H 2.797 -1.324 0.056
H 0.753 -1.250 1.535
H 0.796 -2.852 0.483
H -2.242 1.266 -1.350
H -0.612 2.005 -1.132
H -0.650 0.645 -2.188
H -1.468 1.733 1.457
H -3.192 -0.836 -0.772
H -3.488 -0.497 0.799

## Properties
- SMILES string = COCCN=[S@](C)(=N)N
- largest force on an atom (Eh/bohr) = 0.096
- gap between HOMO and LUMO (eV) = 9.11
- total charge = 0
- relative energy (zero: lowest compared OMol25 entry of this formula, charge and spin) (kJ/mol) = 244.8
- spin multiplicity = 1

Atom charges from the Löwdin analysis, given in e for atoms 1 to 2: -0.055, -0.227

---

3.
Here is C29H28BrCl3N8O4S2Zr as an isolated structure from the OMol25 dataset. Energies are from ωB97M-V with the def2-TZVPD basis set.

Element x y z (Å)
Zr 0.426 1.013 -0.425
S 2.155 -0.883 -0.077
C 2.750 -0.760 1.558
S 2.494 0.544 2.708
C 3.624 -1.737 1.989
C 4.089 -2.744 1.098
N 4.487 -3.549 0.377
C 4.115 -1.774 3.324
N 4.505 -1.826 4.406
Br -3.151 -4.138 4.212
C -2.142 -2.732 3.427
C -2.330 -1.435 3.866
C -1.636 -0.404 3.254
C -0.749 -0.648 2.200
C -0.558 -1.973 1.801
C -1.251 -3.010 2.404
N -0.073 0.430 1.582
C 0.627 1.232 2.461
C 0.736 2.658 2.014
C 1.322 3.643 2.790
C 1.378 4.931 2.290
C 0.847 5.199 1.033
C 0.280 4.163 0.319
N 0.214 2.921 0.806
H -3.022 -1.228 4.671
H -1.802 0.616 3.584
H 0.154 -2.192 1.019
H -1.086 -4.033 2.093
H 0.358 1.158 3.514
H 1.742 3.389 3.755
H 1.835 5.717 2.877
H 0.885 6.193 0.611
H -0.141 4.306 -0.668
Cl -2.962 0.464 -3.471
C -1.508 1.406 -3.936
Cl -0.746 0.594 -5.290
Cl -2.031 3.024 -4.359
C -0.617 1.373 -2.668
O 0.221 0.441 -2.520
O -0.972 2.077 -1.679
C -4.280 -1.303 0.787
C -4.115 -1.107 -0.718
N -3.025 -1.892 -1.293
C -3.377 -3.164 -1.925
C -3.388 -4.353 -0.965
C -1.751 -1.471 -1.205
C -0.690 -2.326 -1.838
N -1.405 -0.374 -0.596
H -5.078 -0.658 1.159
H -3.359 -1.057 1.313
H -4.539 -2.334 1.024
H -3.951 -0.050 -0.941
H -5.030 -1.395 -1.232
H -2.692 -3.356 -2.747
H -4.370 -3.046 -2.359
H -2.451 -4.429 -0.414
H -3.532 -5.274 -1.532
H -4.199 -4.274 -0.242
H -0.785 -2.297 -2.925
H -0.771 -3.361 -1.508
H 0.288 -1.948 -1.578
H -2.195 0.120 -0.194
C 5.160 1.315 -0.609
N 4.111 1.825 -1.485
C 4.307 1.973 -2.829
C 3.320 2.361 -3.649
C 1.983 2.526 -3.115
O 1.024 2.840 -3.811
N 1.825 2.352 -1.752
C 2.854 2.023 -0.977
O 2.613 1.872 0.239
H 6.121 1.725 -0.911
H 5.193 0.225 -0.644
H 4.938 1.615 0.411
H 5.308 1.763 -3.181
H 3.474 2.508 -4.706

## Properties
- largest force on an atom (Eh/bohr) = 0.028
- gap between HOMO and LUMO (eV) = 7.30
- total charge = 0
- relative energy (zero: lowest compared OMol25 entry of this formula, charge and spin) (kJ/mol) = 142.8
- spin multiplicity = 1

Atom charges from the Löwdin analysis, given in e for atoms 1 to 2: 1.714, 0.684

---

What is the formula in the first record?
C32H88N8O8

---

Which formula does entry 1 have?
C32H88N8O8

---

Among the records above, which one has the lowest largest force on an atom?
C29H28BrCl3N8O4S2Zr

---

Number 2 is which compound?
C4H13N3OS